1.
{
  "formula": "C4H5NOS",
  "method": "ωB97M-V with the def2-TZVPD basis set",
  "symbols": ["S", "O", "N", "C", "C", "C", "C", "H", "H", "H", "H", "H"],
  "xyz": [[-1.423, -1.644, -0.509], [1.715, 0.548, -1.553], [0.711, -0.707, 0.889], [-0.469, 0.930, 0.440], [-0.106, -0.361, -0.282], [0.681, -0.134, -1.541], [0.392, 0.372, 1.525], [0.262, -0.548, -2.480], [-1.430, 1.359, 0.710], [-0.806, -2.391, 0.455], [-0.028, 1.822, -0.126], [0.500, 0.755, 2.472]],
  "energy_ha": -683.50735,
  "molar_mass_g_mol": 115.2,
  "spin_multiplicity": 1,
  "homo_ev": -9.63,
  "de_lowest_kcal_mol": 63.1,
  "gap_ev": 9.931
}

=====

2.
{
  "formula": "C4H5NOS2",
  "method": "ωB97M-V with the def2-TZVPD basis set",
  "symbols": ["S", "S", "O", "N", "C", "C", "C", "C", "H", "H", "H", "H", "H"],
  "xyz": [[-1.289, -1.684, -0.065], [-0.844, 0.382, -2.638], [1.362, 0.177, 1.868], [0.904, 0.972, 0.980], [0.087, -1.074, 0.142], [1.606, 1.071, 3.087], [0.339, 0.322, -0.073], [-0.185, 1.041, -1.283], [-0.298, 2.233, -1.107], [0.944, -1.437, 1.014], [2.638, 1.517, 2.998], [1.737, 0.392, 3.981], [0.818, 1.747, 3.322]],
  "energy_ha": -1081.58640,
  "molar_mass_g_mol": 147.2,
  "spin_multiplicity": 1,
  "homo_ev": -8.10,
  "de_lowest_kcal_mol": 129.8,
  "gap_ev": 7.023,
  "smiles": "CON=C(C=S)C=S"
}

=====

3.
{
  "formula": "C4H5NP2",
  "method": "ωB97M-V with the def2-TZVPD basis set",
  "symbols": ["P", "P", "N", "C", "C", "C", "C", "H", "H", "H", "H", "H"],
  "xyz": [[-2.859, -0.528, -0.596], [1.891, -1.789, -0.397], [-2.641, 0.966, -0.429], [0.573, -0.519, -0.056], [0.737, 1.004, 0.069], [-0.458, -1.326, 0.353], [0.662, -1.965, 0.967], [-3.152, 1.748, -0.507], [1.712, 1.219, -0.402], [0.778, 1.134, 1.143], [2.887, -1.289, 0.320], [-0.129, 1.346, -0.464]],
  "energy_ha": -892.58702,
  "molar_mass_g_mol": 129.0,
  "spin_multiplicity": 1,
  "homo_ev": [-7.23, -7.21],
  "de_lowest_kcal_mol": 89.7,
  "gap_ev": [5.859, 5.830]
}

=====

4.
{
  "formula": "C4H5NS",
  "method": "ωB97M-V with the def2-TZVPD basis set",
  "symbols": ["S", "N", "C", "C", "C", "C", "H", "H", "H", "H", "H"],
  "xyz": [[-3.650, -0.147, 0.007], [-0.578, 0.009, -0.027], [-1.946, 0.326, 0.010], [1.619, -1.482, 0.000], [0.924, -0.387, -0.008], [0.493, 0.994, -0.019], [-1.972, 1.417, 0.057], [2.694, -1.437, 0.026], [1.158, -2.453, -0.011], [0.621, 1.581, 0.890], [0.639, 1.579, -0.925]],
  "energy_ha": -608.19561,
  "molar_mass_g_mol": 99.2,
  "spin_multiplicity": 1,
  "homo_ev": -8.14,
  "de_lowest_kcal_mol": 97.3,
  "gap_ev": 8.154,
  "smiles": "C=C1CN1C=S"
}

=====

5.
{
  "formula": "C4H5NS",
  "method": "ωB97M-V with the def2-TZVPD basis set",
  "symbols": ["S", "N", "C", "C", "C", "C", "H", "H", "H", "H", "H"],
  "xyz": [[-1.722, -0.988, 0.011], [-1.886, 0.745, 0.236], [-0.085, -0.975, -0.455], [0.385, 0.500, -0.421], [0.909, -0.603, 0.634], [-0.804, 1.348, -0.038], [1.140, 0.836, -1.068], [0.575, -0.539, 1.629], [1.772, -1.234, 0.617], [-0.516, 2.459, 0.218], [0.234, -1.550, -1.362]],
  "energy_ha": -608.27550,
  "molar_mass_g_mol": 99.2,
  "spin_multiplicity": 1,
  "homo_ev": -8.37,
  "de_lowest_kcal_mol": 47.2,
  "gap_ev": 9.250,
  "smiles": "C1=NS[C@@H]2C[C@H]12"
}

=====

6.
{
  "formula": "C4H5NS",
  "method": "ωB97M-V with the def2-TZVPD basis set",
  "symbols": ["S", "N", "C", "C", "C", "C", "H", "H", "H", "H", "H"],
  "xyz": [[2.300, 0.709, 0.127], [-0.831, 0.746, -0.320], [1.919, -0.873, -0.089], [-0.561, -0.527, -0.020], [-1.464, 1.738, 0.057], [0.572, -1.310, -0.029], [-1.810, 2.398, -0.821], [2.649, -1.539, -0.231], [0.282, -2.288, 0.006], [-1.639, 1.975, 1.196], [-1.417, -1.030, 0.123]],
  "energy_ha": -608.24738,
  "molar_mass_g_mol": 99.2,
  "spin_multiplicity": 1,
  "homo_ev": -8.11,
  "de_lowest_kcal_mol": 64.8,
  "gap_ev": 7.718,
  "smiles": "C=N/C=C\\C=S"
}